Entry 1:
Density functional theory data (ωB97M-V/def2-TZVPD) for a molecular structure, C25H22BeBrN7OS.

Output
E_HOMO   -7.48 eV
HOMO-LUMO gap   7.18 eV
2S+1   1
DFT total energy   -4411.47492 Ha
E_LUMO   -0.305 eV

Last column: natural (NBO) charge in e.
Positions of all 58 atoms, in Å:
Be -1.17 0.96 0.42  1.61
C -1.09 -0.09 5.95  -0.62
C -2.30 -0.58 5.15  -0.22
N -2.81 0.44 4.23  -0.59
C -2.24 0.71 3.02  0.30
S -1.36 -0.48 2.16  -0.43
N -2.46 1.95 2.60  -0.47
N -2.02 2.19 1.33  -0.43
C -2.07 3.41 0.92  0.26
C -2.54 4.52 1.80  -0.68
C -1.62 3.68 -0.46  0.15
C -1.37 4.97 -0.93  -0.23
C -0.92 5.14 -2.23  -0.16
C -0.74 4.02 -3.03  -0.25
C -1.02 2.78 -2.49  0.07
N -1.45 2.61 -1.24  -0.46
H -0.74 -0.86 6.63  0.21
H -1.35 0.80 6.53  0.20
H -0.28 0.17 5.27  0.22
H -3.11 -0.86 5.82  0.19
H -2.04 -1.45 4.56  0.22
H -3.19 1.27 4.66  0.39
H -3.28 4.14 2.49  0.26
H -2.95 5.35 1.22  0.22
H -1.70 4.90 2.40  0.24
H -1.52 5.82 -0.28  0.22
H -0.71 6.13 -2.61  0.22
H -0.39 4.11 -4.05  0.23
H -0.90 1.87 -3.08  0.20
Br 6.43 -4.43 1.03  0.06
C 5.17 -4.17 -0.37  -0.09
C 3.82 -4.14 -0.06  -0.22
C 2.90 -3.94 -1.08  -0.21
C 3.33 -3.78 -2.40  0.06
C 4.68 -3.87 -2.69  -0.21
C 5.61 -4.04 -1.67  -0.23
N 2.42 -3.72 -3.52  -0.13
N 1.44 -2.95 -3.55  -0.11
C 1.25 -1.93 -2.57  -0.01
C 2.27 -1.14 -2.07  -0.16
C 2.04 -0.09 -1.18  -0.30
C 0.75 0.19 -0.73  0.37
O 0.40 1.11 0.13  -0.89
C -0.31 -0.60 -1.29  0.15
N -1.55 -0.26 -0.83  -0.60
C -2.59 -0.91 -1.28  0.08
C -2.47 -1.95 -2.22  -0.26
C -1.23 -2.32 -2.68  -0.11
C -0.09 -1.63 -2.21  -0.09
H 3.48 -4.26 0.96  0.23
H 1.84 -3.91 -0.85  0.23
H 5.00 -3.79 -3.72  0.23
H 6.67 -4.09 -1.89  0.23
H 3.28 -1.34 -2.39  0.23
H 2.86 0.52 -0.81  0.23
H -3.56 -0.62 -0.89  0.21
H -3.36 -2.45 -2.57  0.23
H -1.11 -3.11 -3.40  0.24


Entry 2:
Density functional theory data (ωB97M-V/def2-TZVPD) for a molecular structure, C25H36LuNO2 in a non-equilibrium geometry.

Output
E_HOMO   -5.67 eV
HOMO-LUMO gap   5.73 eV
2S+1   1
DFT total energy   -2414.83475 Ha
E_LUMO   0.063 eV

Last column: natural (NBO) charge in e.
Positions of all 65 atoms, in Å:
O 0.06 -1.15 -2.07  -0.60
C -1.40 -1.11 -2.47  -0.06
C -1.31 -1.90 -3.76  -0.48
H -1.74 -0.08 -2.64  0.20
H -2.04 -1.64 -1.75  0.20
C 0.18 -1.85 -3.49  0.33
H -1.58 -1.34 -4.66  0.22
H -1.75 -2.90 -3.69  0.22
C 0.86 -0.98 -4.55  -0.64
H 0.32 -0.04 -4.70  0.22
H 0.88 -1.52 -5.52  0.23
H 1.89 -0.77 -4.21  0.23
C 0.75 -3.25 -3.46  -0.64
H 0.13 -3.89 -2.82  0.22
H 1.78 -3.19 -3.11  0.22
H 0.76 -3.71 -4.46  0.23
Lu 1.05 -0.18 0.24  1.79
C 2.17 -1.07 2.50  -0.33
C 0.91 -0.66 3.00  -0.24
C -0.11 -1.43 2.33  -0.33
H 0.73 -0.03 3.87  0.26
C 0.55 -2.31 1.40  -0.47
C 1.97 -2.09 1.52  -0.41
H 2.74 -2.67 0.99  0.24
H 3.13 -0.74 2.90  0.25
H -1.15 -1.44 2.65  0.22
H 0.07 -3.08 0.79  0.24
C 3.13 1.30 0.42  -0.28
C 3.54 -0.02 0.08  -0.32
C 2.91 -0.38 -1.16  -0.43
H 4.27 -0.63 0.62  0.24
C 2.15 0.77 -1.61  -0.44
C 2.28 1.80 -0.61  -0.34
H 1.95 2.84 -0.68  0.26
H 3.55 1.89 1.24  0.27
H 2.99 -1.34 -1.65  0.24
H 1.64 0.92 -2.56  0.25
O -4.26 0.98 -0.76  -0.53
C -3.05 0.51 -0.11  -0.08
C -3.23 -0.91 0.42  -0.44
H -2.80 1.25 0.68  0.20
H -2.22 0.61 -0.87  0.16
C -4.77 -1.05 0.41  -0.42
H -2.71 -1.15 1.36  0.24
H -2.83 -1.67 -0.28  0.18
C -5.14 -0.18 -0.80  -0.07
H -5.17 -0.57 1.33  0.21
H -5.15 -2.06 0.31  0.22
H -6.19 0.14 -0.77  0.20
H -4.91 -0.76 -1.70  0.15
C 2.93 1.83 4.06  -0.62
C 1.76 2.44 3.43  0.05
C 1.08 3.55 3.99  -0.33
C 0.06 3.91 3.08  -0.35
C 0.15 2.97 1.99  0.05
C -0.69 3.03 0.78  -0.62
N 1.15 2.07 2.26  -0.57
H 3.35 2.58 4.76  0.22
H 3.74 1.54 3.37  0.19
H 2.66 0.96 4.67  0.19
H 1.37 4.00 4.92  0.20
H -0.65 4.69 3.12  0.19
H -1.65 2.52 0.96  0.19
H -0.89 4.10 0.57  0.23
H -0.19 2.58 -0.11  0.18